*i*
This record from OMol25 describes 2 unconnected molecules or ions with the total composition CH2N2O3. The level of theory is wB97M-V/def2-TZVPD.

XYZ file:
```
8
Properties=species:S:1:pos:R:3
N 1.15051 -1.84815 1.39244
C 1.07011 -0.77974 0.87374
O 1.09172 0.31838 0.56786
H 1.18919 -2.72187 0.90653
O -1.44101 0.51151 -2.22222
N -1.17634 1.47081 -1.60604
O -1.19160 1.18015 -0.22584
H -0.69259 1.86891 0.31353
```

SMILES string ... N=C=O.O=NO
HOMO-LUMO gap ... 10.862 eV
Charge ... 0
Highest occupied orbital energy ... -0.38544 Eh
E_LUMO ... 0.014 Ha



*ii*
This record from OMol25 describes a molecular structure, CH2N2O3. The level of theory is wB97M-V/def2-TZVPD.

XYZ file:
```
8
Properties=species:S:1:pos:R:3
C 0.97430 -0.05046 0.05930
N 0.50919 1.07632 0.41918
N -0.73084 -0.66048 0.50291
O 1.89911 -0.64485 -0.33806
O -0.82773 0.85296 0.69384
O -1.54791 -1.27774 -0.48185
H 1.00559 1.96138 0.59617
H -1.28170 -1.25714 -1.45148
```

HOMO-LUMO gap ... 9.968 eV
Charge ... 0
Highest occupied orbital energy ... -0.34841 Eh
E_LUMO ... 0.018 Ha



Relative energy table, unit hartree: *i* 0.0000; *ii* 0.1338



*i*
This record from OMol25 describes a molecular structure, C47H52AsN8O3PbS4. The level of theory is wB97M-V/def2-TZVPD.

XYZ file:
```
116
Properties=species:S:1:pos:R:3
Pb 0.33249 -0.30332 -0.51744
C -5.96608 -1.50512 -0.19285
C -5.94191 -0.06823 -0.70220
N -4.78516 0.70376 -0.22210
C -5.07999 1.75996 0.74134
C -5.51666 1.21504 2.09881
C -3.59891 0.47307 -0.79613
S -2.16719 1.47306 -0.29501
N -3.53639 -0.33182 -1.80558
C -2.58997 -1.04391 -2.45263
O -1.49546 -1.43405 -2.01476
C -3.03181 -1.48037 -3.81202
C -2.59467 -2.71172 -4.29099
C -3.01885 -3.16996 -5.52749
C -3.86203 -2.38710 -6.30244
C -4.28816 -1.15092 -5.83549
C -3.88573 -0.70153 -4.58890
H -6.85285 -2.00813 -0.57815
H -5.99378 -1.53903 0.89644
H -5.08585 -2.04246 -0.53872
H -6.83584 0.46329 -0.37851
H -5.90843 -0.07473 -1.79216
H -5.88635 2.36868 0.32498
H -4.21611 2.40932 0.84072
H -6.46034 0.67554 2.01720
H -5.65974 2.04544 2.79032
H -4.77732 0.53220 2.51925
H -1.93795 -3.30841 -3.67059
H -2.69115 -4.13663 -5.88779
H -4.19546 -2.74220 -7.26893
H -4.94717 -0.54405 -6.44274
H -4.22079 0.25889 -4.21918
O -2.61865 -1.93930 2.94362
C -1.93046 -3.04138 3.32121
C -2.54983 -3.93978 4.18649
C -1.89331 -5.08455 4.58993
C -0.60075 -5.35292 4.14737
C 0.02245 -4.46681 3.29483
C -0.62352 -3.30140 2.86909
C 0.04815 -2.37171 1.93158
O -0.63385 -1.36829 1.46544
N 1.30428 -2.60793 1.65585
N 1.91561 -1.75998 0.74015
C 3.19591 -1.90758 0.74833
S 3.91370 -3.09818 1.81862
C 5.63648 -2.67748 1.36572
C 5.66550 -2.13109 -0.04379
S 4.27455 -0.96089 -0.22822
H -2.05899 -1.51366 2.25629
H -3.55278 -3.71697 4.52710
H -2.39200 -5.77410 5.25877
H -0.08978 -6.24956 4.47136
H 1.02700 -4.64230 2.93710
H 6.22101 -3.59360 1.43517
H 6.01391 -1.95400 2.08677
H 5.53494 -2.92127 -0.78199
H 6.57865 -1.57674 -0.25283
S 4.39980 6.68658 0.08224
N 4.03585 5.58675 1.19916
C 3.28378 4.67338 0.61486
C 2.72804 3.50188 1.24727
C 2.88691 3.22905 2.60946
C 2.31308 2.09516 3.13484
C 1.60735 1.25148 2.28151
N 1.45145 1.49540 0.99036
C 1.98747 2.60880 0.45743
C 1.74420 2.89130 -0.96507
N 0.99586 2.02170 -1.66038
C 0.68029 2.28762 -2.91563
C 1.11680 3.42988 -3.58150
C 1.92146 4.31705 -2.90315
C 2.24053 4.05970 -1.56706
C 3.04562 4.94699 -0.76500
N 3.62602 6.05704 -1.18023
H 3.45386 3.92238 3.21661
H 2.40182 1.85402 4.18443
H 1.14751 0.34102 2.65487
H 0.04968 1.55607 -3.41202
H 0.82944 3.60756 -4.60842
H 2.30607 5.21493 -3.36854
C 0.74353 -2.03256 -5.83561
C 0.71760 -0.99213 -4.72187
As 1.66614 -1.48402 -3.05041
C 1.61864 -3.45505 -3.13184
C 2.53712 -4.11515 -2.10534
C 3.49181 -1.16877 -3.74916
C 3.85942 0.31352 -3.72409
H 0.25727 -1.63757 -6.72902
H 0.20771 -2.93204 -5.54014
H 1.76528 -2.30791 -6.10319
H -0.31392 -0.75230 -4.46533
H 1.19584 -0.07181 -5.06854
H 1.88129 -3.77498 -4.13972
H 0.58320 -3.74315 -2.93895
H 3.57386 -3.80267 -2.24731
H 2.50044 -5.19948 -2.21428
H 2.23592 -3.87200 -1.08504
H 3.55170 -1.56230 -4.76630
H 4.19222 -1.73177 -3.13324
H 3.22908 0.89184 -4.40287
H 4.89740 0.45944 -4.02571
H 3.74145 0.72616 -2.71859
C -2.11434 1.39591 1.54455
C -1.93858 2.74813 2.18606
C -1.22917 3.77332 1.56378
C -1.01798 4.98144 2.20973
C -1.50736 5.17956 3.49247
C -2.22141 4.16730 4.11663
C -2.44014 2.96151 3.46648
H -3.00849 0.89085 1.89700
H -1.27265 0.74905 1.78345
H -0.84914 3.62703 0.55909
H -0.47744 5.77470 1.70787
H -1.33840 6.11804 4.00346
H -2.61563 4.32133 5.11260
H -3.00113 2.17777 3.96363
```

HOMO-LUMO gap ... 6.654 eV
Charge ... +1
Highest occupied orbital energy ... -0.35423 Eh
E_LUMO ... -0.110 Ha



*ii*
This record from OMol25 describes a molecular structure, C47H52AsN8O3PbS4. The level of theory is wB97M-V/def2-TZVPD.

XYZ file:
```
116
Properties=species:S:1:pos:R:3
Pb -0.47090 0.39699 0.01509
C -1.47121 -0.99705 5.57278
C -0.00270 -1.37455 5.68658
N 0.84257 -0.81633 4.62143
C 1.71195 0.31338 4.96276
C 1.03660 1.66163 4.75723
C 0.77647 -1.36536 3.40225
S 1.74686 -0.53956 2.15407
N 0.04489 -2.43016 3.22526
C -0.66656 -2.76896 2.13263
O -1.03457 -1.98627 1.24010
C -1.04259 -4.21210 2.04332
C -1.70423 -4.65635 0.90084
C -2.02332 -5.99627 0.75746
C -1.68599 -6.89868 1.75716
C -1.03084 -6.45980 2.89992
C -0.70700 -5.12007 3.04356
H -2.01883 -1.41318 6.41915
H -1.90661 -1.40497 4.66167
H -1.60523 0.08569 5.58584
H 0.10597 -2.45918 5.66432
H 0.40890 -1.01286 6.62724
H 2.62249 0.24480 4.37077
H 2.00439 0.18200 6.00421
H 0.74542 1.79662 3.71371
H 1.72074 2.46909 5.01796
H 0.14683 1.75929 5.37962
H -1.96323 -3.93733 0.13615
H -2.53432 -6.33981 -0.13258
H -1.93475 -7.94599 1.64625
H -0.77173 -7.16357 3.67978
H -0.18795 -4.76979 3.92486
O 3.65626 -0.04202 -2.12376
C 3.98060 1.23465 -2.45453
C 5.11287 1.43278 -3.24190
C 5.47376 2.70789 -3.62663
C 4.70873 3.80605 -3.23841
C 3.59006 3.60795 -2.45709
C 3.20844 2.32797 -2.04390
C 2.00157 2.13314 -1.20011
O 1.65415 0.91290 -0.91771
N 1.34712 3.19516 -0.83198
N 0.19413 2.92890 -0.09090
C -0.36405 4.01659 0.29815
S -1.79679 4.02864 1.31795
C -2.17748 5.77142 1.00530
C -0.86062 6.51981 0.93848
S 0.28056 5.59071 -0.12135
H 2.81310 0.03693 -1.62700
H 5.68884 0.56660 -3.53909
H 6.35431 2.84947 -4.23992
H 4.98932 4.80397 -3.54548
H 2.98509 4.44538 -2.13964
H -2.80097 6.12047 1.82786
H -2.73116 5.86556 0.07148
H -0.42875 6.64002 1.93144
H -0.99236 7.50433 0.49056
S -8.28653 2.87739 -0.01881
N -7.20085 2.81114 -1.20866
C -6.08530 2.33765 -0.67962
C -4.84753 2.10290 -1.39616
C -4.70160 2.36983 -2.75920
C -3.48774 2.12235 -3.35918
C -2.45804 1.60240 -2.57821
N -2.58483 1.33830 -1.28736
C -3.75778 1.59027 -0.68294
C -3.86498 1.32308 0.76493
N -2.76825 0.88532 1.39433
C -2.82065 0.64795 2.69148
C -3.96938 0.84521 3.45745
C -5.10204 1.31029 2.82859
C -5.05892 1.55746 1.45389
C -6.19082 2.06708 0.70700
N -7.38431 2.34165 1.20568
H -5.54113 2.76793 -3.31334
H -3.32300 2.32183 -4.40825
H -1.48719 1.39663 -3.01742
H -1.90753 0.28218 3.14848
H -3.95683 0.63575 4.51780
H -6.02168 1.48883 3.36969
C -2.59934 -2.73090 -2.54159
C -1.70302 -1.98041 -3.51715
As -0.04164 -1.41582 -2.64304
C 0.84745 -3.16814 -2.51380
C 2.36915 -3.10614 -2.50117
C 0.95362 -0.56152 -4.09910
C 0.93740 -1.30326 -5.42836
H -3.55598 -2.98619 -2.99908
H -2.80281 -2.13613 -1.64661
H -2.13330 -3.66332 -2.21668
H -2.20492 -1.08566 -3.89359
H -1.45458 -2.60085 -4.38014
H 0.49149 -3.77547 -3.34962
H 0.47191 -3.63655 -1.60019
H 2.76685 -2.64880 -3.40762
H 2.78831 -4.11031 -2.42645
H 2.75673 -2.53174 -1.66055
H 1.97253 -0.44174 -3.72214
H 0.55690 0.45153 -4.20253
H 1.27000 -2.33680 -5.31506
H 1.60418 -0.82393 -6.14643
H -0.06018 -1.32319 -5.86849
C 2.10942 -1.85168 0.94265
C 3.08072 -2.87850 1.44453
C 4.40761 -2.53904 1.69256
C 5.29660 -3.49653 2.15051
C 4.86696 -4.80048 2.36418
C 3.54827 -5.14446 2.11369
C 2.65632 -4.18500 1.65443
H 2.51634 -1.28043 0.10972
H 1.18225 -2.30732 0.60298
H 4.74563 -1.52402 1.51688
H 6.32870 -3.22916 2.33465
H 5.56404 -5.54752 2.72014
H 3.21148 -6.16048 2.27365
H 1.62535 -4.45578 1.45752
```

HOMO-LUMO gap ... 6.785 eV
Charge ... +1
Highest occupied orbital energy ... -0.35690 Eh
E_LUMO ... -0.108 Ha



Relative energy table, unit hartree: *i* 0.0161; *ii* 0.0000



*i*
This record from OMol25 describes 2 unconnected molecules or ions with the total composition C2H7N5O. The level of theory is wB97M-V/def2-TZVPD.

XYZ file:
```
15
Properties=species:S:1:pos:R:3
C -0.00844 0.43030 -0.74601
C 0.10533 0.24689 1.75195
H -0.64937 -2.41848 0.32181
H -0.55168 -2.61168 -1.18700
H -1.11446 -0.37572 -1.88002
H 1.30542 1.40869 0.52153
H 1.08359 0.48664 2.54420
H -1.18499 -0.65135 3.18481
H 1.99550 2.27571 -2.43440
N -0.18204 -1.94781 -0.50974
N -0.85821 -0.62843 -0.84993
N 0.56433 0.66257 0.47580
N -0.99240 -0.44401 2.17487
N -0.12057 1.19100 -1.81014
O 0.60801 2.37568 -1.55774
```

HOMO-LUMO gap ... 7.426 eV
Charge ... 0
Highest occupied orbital energy ... -0.31250 Eh
E_LUMO ... -0.040 Ha



*ii*
This record from OMol25 describes C2H7N5O in the gas phase. The level of theory is wB97M-V/def2-TZVPD.

XYZ file:
```
15
Properties=species:S:1:pos:R:3
H -1.30309 -1.60319 -0.65672
N -1.73930 -1.08025 -1.42831
C -1.38355 0.09210 -1.65389
N -0.39222 0.81216 -0.98945
C 0.05121 0.39735 0.26829
N 0.17564 1.29589 1.15413
N 0.94905 0.91325 2.31124
N 0.55203 -0.88084 0.52570
O 1.27674 -1.47684 -0.58651
H -1.87350 0.61749 -2.49315
H -0.49793 1.85142 -1.13944
H 1.18130 1.79062 2.76284
H 0.35302 0.42124 2.98457
H 1.22257 -0.82659 1.30758
H 1.88143 -0.79440 -0.77309
```

SMILES string ... [H]/N=C\N/C(=N/N)NO
HOMO-LUMO gap ... 9.807 eV
Charge ... 0
Highest occupied orbital energy ... -0.32980 Eh
E_LUMO ... 0.031 Ha



Relative energy table, unit hartree: *i* 0.1841; *ii* 0.0000